Record 1
Molecular formula: C14H14FeN2O3
Method: DFT, ωB97M-V/def2-TZVPD

Geometry as XYZ:
```
34
Properties=species:S:1:pos:R:3:lowdin_spin:R:1
O 3.063 -1.602 -0.965 -0.0078
C 2.851 -0.655 -1.644 0.0141
Fe 2.793 1.014 -2.265 1.7516
C 3.563 1.784 -0.864 0.0163
O 4.339 2.028 -0.057 -0.0041
C 4.087 1.045 -3.486 0.0761
O 5.063 1.041 -4.113 0.0428
C -1.159 0.828 0.027 0.0841
C -0.541 0.210 -1.337 0.0437
C 0.511 0.906 -2.246 0.2695
C 1.054 2.196 -1.939 0.1382
C 0.548 2.768 -0.620 0.2325
C -0.287 2.076 0.227 0.1716
H -2.312 1.099 0.177 0.0096
H 0.000 -0.618 -0.880 0.0171
H -1.304 -0.237 -2.035 0.0087
H 0.514 0.423 -3.282 0.0247
H 1.468 2.804 -2.831 0.0232
H 0.969 3.751 -0.325 0.0113
H -0.600 2.697 1.095 0.0062
C -0.895 0.355 3.264 0.0445
C -1.327 -0.629 2.271 0.2159
N -1.842 -1.812 2.635 0.0302
C -2.095 -2.510 1.482 0.2356
C -2.800 -3.827 1.564 0.0324
C -1.616 -1.738 0.396 0.3520
N -1.218 -0.509 0.914 0.0936
H -0.478 1.225 2.743 0.0031
H -1.764 0.614 3.902 0.0169
H -0.134 -0.112 3.920 0.0130
H -3.101 -4.253 0.598 -0.0003
H -2.201 -4.571 2.113 0.0119
H -3.715 -3.744 2.172 0.0079
H -1.435 -2.048 -0.612 0.0137
```

Values from the calculation:
- HOMO energy (alpha / beta): -4.30 / -7.48 eV
- LUMO level (alpha / beta): 0.023 / -3.927 eV
- Energy above the lowest of the compared OMol25 structures with the same formula, charge and spin: 226.2 kJ/mol
- Spin multiplicity: 5
- Frontier orbital gap (alpha / beta): 4.3 / 3.6 eV

Record 2
Molecular formula: C2H5FO2
Method: DFT, ωB97M-V/def2-TZVPD

Geometry as XYZ:
```
10
Properties=species:S:1:pos:R:3:lowdin_charge:R:1
O -1.426 -0.586 -0.007 -0.0836
C -0.494 0.419 -0.358 -0.1937
C 0.912 0.178 0.203 -0.4685
O 1.103 -1.122 0.406 0.0650
F 1.712 0.781 -0.766 0.0111
H -1.717 -0.610 0.966 0.1495
H -0.873 1.410 -0.242 0.1200
H -0.393 0.210 -1.412 0.1289
H 0.917 0.763 1.186 0.1702
H 0.258 -1.444 0.023 0.1012
```

Values from the calculation:
- HOMO energy: -10.95 eV
- SMILES: OC[C@@H](O)F
- LUMO level: 0.598 eV
- Energy above the lowest of the compared OMol25 structures with the same formula, charge and spin: 114.7 kJ/mol
- Frontier orbital gap: 11.6 eV

Record 3
Molecular formula: C6H15O2
Method: DFT, ωB97M-V/def2-TZVPD

Geometry as XYZ:
```
23
Properties=species:S:1:pos:R:3:lowdin_charge:R:1
C 1.580 1.300 -0.540 -0.5615
O 0.764 1.300 -1.469 -0.2977
C 0.875 0.923 0.952 -0.1153
C 0.196 -0.507 0.851 -0.3805
C -1.175 -0.453 1.545 -0.1144
C 0.021 -1.168 -0.633 -0.2114
C -0.631 -2.524 -0.480 -0.1546
H 2.425 0.768 -0.907 0.0463
H 2.104 2.270 -0.550 0.0576
H 1.650 0.936 1.770 0.0848
H 0.147 1.723 1.048 0.0657
H 0.901 -1.149 1.330 0.0911
H -1.954 -1.180 1.235 0.0469
H -0.845 -0.314 2.722 0.1225
H -1.724 0.517 1.233 0.0848
H 1.016 -1.247 -1.377 0.1606
H -0.598 -0.437 -1.092 0.0633
H -0.658 -3.115 -1.411 0.0701
H -1.632 -2.406 -0.346 0.0119
H -0.213 -3.164 0.239 0.0526
H -0.350 3.289 -1.135 -0.0355
H -0.941 1.871 -1.464 -0.0562
O -0.960 2.764 -1.518 -0.0310
```

Values from the calculation:
- HOMO energy: -2.03 eV
- Charge: -1
- LUMO level: 3.840 eV
- Energy above the lowest of the compared OMol25 structures with the same formula, charge and spin: 393.1 kJ/mol
- Frontier orbital gap: 5.9 eV

Record 4
Molecular formula: C10H11ClN3
Method: DFT, ωB97M-V/def2-TZVPD

Geometry as XYZ:
```
25
Properties=species:S:1:pos:R:3:lowdin_spin:R:1
C -0.123 0.373 -1.104 0.0591
C -0.984 0.487 -2.205 0.0232
C -2.209 -0.647 0.016 0.0473
C -0.885 -0.159 0.221 0.0585
C -2.343 0.258 -2.108 0.0780
C 0.556 1.800 0.994 0.3330
C 1.707 1.300 1.442 0.1891
C -0.485 1.267 0.129 0.0773
C 2.116 0.056 1.046 0.2869
C -0.048 -1.026 1.163 0.0280
N -2.880 -0.382 -1.057 0.0149
N 1.848 -2.044 0.258 0.2714
N 1.312 -0.961 0.832 0.4145
Cl -3.327 0.710 -3.393 0.0392
H 0.944 0.378 -1.302 0.0038
H -0.505 0.596 -3.071 -0.0005
H -2.735 -1.178 0.789 0.0020
H 0.236 2.830 1.407 0.0109
H 2.410 2.042 1.979 0.0060
H -1.189 2.047 -0.017 -0.0007
H 3.147 -0.240 0.978 0.0232
H -0.258 -0.676 2.213 0.0068
H -0.332 -2.027 1.017 0.0023
H 2.594 -1.816 -0.262 0.0183
H 1.433 -2.990 0.037 0.0076
```

Values from the calculation:
- HOMO energy (alpha / beta): -10.44 / -11.84 eV
- Charge: +1
- LUMO level (alpha / beta): -3.410 / -7.274 eV
- Spin multiplicity: 3
- Frontier orbital gap (alpha / beta): 7.0 / 4.6 eV

Record 5
Molecular formula: C45H58F9IN5O27S3
Method: DFT, ωB97M-V/def2-TZVPD

Geometry as XYZ:
```
148
Properties=species:S:1:pos:R:3:lowdin_charge:R:1
C 3.381 4.253 3.800 -0.0461
C 1.988 4.109 3.245 -0.3520
F 1.656 2.787 3.166 0.0400
N 1.717 4.780 1.974 0.2313
C 2.171 4.407 0.798 -0.3133
N 1.791 5.083 -0.288 0.1738
C 1.391 4.156 -1.401 -0.0991
C 1.150 2.723 -0.959 -0.5814
F -0.122 2.691 -0.349 -0.0216
S 1.007 1.748 -2.494 1.0690
C -0.109 0.431 -1.969 -0.3121
C -1.580 0.815 -2.152 -0.5221
O -1.929 1.757 -2.824 0.1130
O -2.493 0.047 -1.490 -0.0153
C -3.043 0.742 -0.349 -0.0860
C -3.530 -0.276 0.680 -0.2874
C -3.123 0.089 2.117 -0.0019
O -4.980 -0.366 0.669 -0.0086
C -5.403 -1.521 0.055 -0.5265
O -5.298 -1.644 -1.141 0.1001
C -6.027 -2.610 0.917 -0.4135
S -5.334 -4.212 0.396 0.7573
C 2.153 2.204 0.105 -0.2099
C 2.982 0.990 -0.331 -0.1734
C 3.848 0.456 0.840 -0.1492
C 3.874 -1.084 0.841 -0.1778
C 3.695 -1.752 2.226 -0.1976
C 4.829 -2.749 2.490 -0.2053
C 4.780 -3.960 1.515 -0.2569
C 6.029 -3.964 0.628 -0.4490
S 6.154 -5.583 -0.244 0.9744
C 5.068 -5.331 -1.598 -0.7147
N 5.404 -4.803 -2.705 0.0659
N 4.249 -4.771 -3.472 0.0550
C 3.331 -5.275 -2.776 -0.1885
O 3.766 -5.676 -1.557 0.0487
N 2.994 3.297 0.690 0.0311
C 4.197 3.541 -0.143 -0.1256
C 4.788 4.965 -0.109 -0.8083
O 4.657 5.675 -1.066 -0.0019
I 5.914 5.732 1.547 0.9258
H 3.673 5.297 3.841 0.0588
H 3.337 3.884 4.824 0.0939
H 4.099 3.627 3.281 0.0576
H 1.296 4.532 3.971 0.1585
H 1.101 5.581 2.017 0.1776
H 0.956 5.628 -0.084 0.1355
H 0.512 4.522 -1.921 0.1393
H 2.204 4.149 -2.154 0.0851
H 0.074 -0.439 -2.599 0.0986
H 0.052 0.176 -0.924 0.0934
H -2.252 1.349 0.093 0.1114
H -3.868 1.369 -0.679 0.1481
H -3.149 -1.258 0.399 0.1539
H -4.025 0.464 2.589 0.0787
H -2.365 0.868 2.142 0.0743
H -2.792 -0.798 2.646 0.0851
H -7.096 -2.599 0.723 0.0884
H -5.814 -2.487 1.974 0.0504
H -5.460 -4.150 -0.939 -0.1331
H 1.554 1.826 0.934 0.1480
H 2.296 0.185 -0.552 0.0841
H 3.582 1.207 -1.202 0.0887
H 4.875 0.807 0.744 0.1066
H 3.420 0.809 1.778 0.1030
H 3.108 -1.494 0.184 0.1068
H 4.828 -1.424 0.438 0.0975
H 2.750 -2.300 2.230 0.1103
H 3.669 -1.037 3.049 0.1032
H 4.762 -3.124 3.511 0.1073
H 5.781 -2.225 2.379 0.1082
H 4.750 -4.870 2.108 0.1009
H 3.892 -3.931 0.884 0.1034
H 5.963 -3.202 -0.144 0.0699
H 6.941 -3.872 1.208 0.0777
H 2.300 -5.416 -3.034 0.1329
H 4.987 2.858 0.167 0.1211
H 4.017 3.326 -1.193 0.1012
C 0.577 7.814 -3.156 -0.0341
C 1.616 8.874 -2.879 -0.3059
O 1.233 9.355 -1.597 0.1518
C 0.618 8.328 -0.962 -0.5580
O 0.405 8.274 0.205 0.1669
O 0.283 7.344 -1.832 0.0440
F 1.549 9.884 -3.771 0.0935
H -0.328 8.226 -3.604 0.1511
H 0.949 7.010 -3.786 0.1419
H 2.641 8.501 -2.831 0.1752
C 6.527 3.698 -4.082 -0.0264
C 5.989 4.478 -5.256 -0.3015
O 4.630 4.051 -5.303 0.1541
C 4.278 3.723 -4.039 -0.5257
O 3.152 3.574 -3.675 0.1103
O 5.363 3.585 -3.248 0.0581
F 6.601 4.135 -6.407 0.0948
H 6.865 2.702 -4.372 0.1506
H 7.333 4.210 -3.564 0.1464
H 6.024 5.562 -5.136 0.1783
C -2.766 -4.835 -2.974 -0.0463
C -3.081 -6.187 -3.566 -0.3095
O -2.555 -7.073 -2.593 0.1313
C -2.623 -6.426 -1.395 -0.5565
O -2.522 -6.960 -0.342 0.1670
O -2.835 -5.100 -1.569 0.0340
F -2.433 -6.382 -4.740 0.0801
H -1.761 -4.497 -3.232 0.1418
H -3.482 -4.068 -3.262 0.1433
H -4.145 -6.388 -3.702 0.1708
C -4.546 -9.339 -0.279 -0.0511
C -5.678 -9.165 -1.258 -0.3019
O -5.492 -10.251 -2.141 0.1310
C -4.891 -11.249 -1.418 -0.5437
O -4.826 -12.377 -1.762 0.1888
O -4.389 -10.763 -0.256 0.0801
F -5.561 -7.998 -1.958 0.0612
H -3.627 -8.876 -0.628 0.1149
H -4.780 -8.955 0.711 0.1462
H -6.675 -9.220 -0.819 0.1740
C -5.098 -0.710 6.877 -0.0421
C -4.742 0.070 5.639 -0.3143
O -4.754 -0.936 4.630 0.1109
C -5.647 -1.880 5.037 -0.5392
O -6.103 -2.716 4.330 0.1748
O -5.950 -1.732 6.349 0.0843
F -3.494 0.595 5.720 0.0773
H -4.224 -1.168 7.342 0.1468
H -5.619 -0.109 7.618 0.1357
H -5.446 0.850 5.383 0.1326
C 4.149 -1.456 -5.863 -0.0398
C 2.695 -1.055 -5.918 -0.3080
O 2.328 -1.059 -4.545 0.1197
C 3.454 -0.772 -3.837 -0.5439
O 3.457 -0.444 -2.696 0.1386
O 4.559 -0.906 -4.602 0.0793
F 1.947 -1.967 -6.577 0.0868
H 4.278 -2.539 -5.846 0.1429
H 4.734 -1.041 -6.680 0.1420
H 2.512 -0.065 -6.340 0.1757
C -8.601 2.586 7.399 -0.0394
C -8.675 3.926 6.710 -0.3074
O -7.308 4.212 6.448 0.1477
C -6.677 3.019 6.312 -0.5376
O -5.598 2.874 5.836 0.1699
O -7.442 2.004 6.784 0.0621
F -9.179 4.879 7.525 0.0876
H -8.432 2.685 8.472 0.1484
H -9.482 1.972 7.233 0.1441
H -9.231 3.923 5.771 0.1768
```

Values from the calculation:
- HOMO energy: -10.31 eV
- Charge: +1
- LUMO level: -3.003 eV
- Energy above the lowest of the compared OMol25 structures with the same formula, charge and spin: 0.0 kJ/mol
- Frontier orbital gap: 7.3 eV

Record 6
Molecular formula: C33H57LaN3O4Si
Method: DFT, ωB97M-V/def2-TZVPD

Geometry as XYZ:
```
99
Properties=species:S:1:pos:R:3:lowdin_charge:R:1
O -1.709 -0.907 -0.606 -0.4032
O 2.783 -1.787 -3.040 -0.2044
C -1.888 -2.380 -0.580 -0.2080
C -3.342 -2.800 -0.604 -0.0426
H -1.399 -2.710 0.355 0.1153
H -1.322 -2.774 -1.433 0.1208
H -3.942 -2.330 0.186 0.0665
H -3.398 -3.878 -0.450 0.0978
H -3.804 -2.567 -1.568 0.0888
C -2.280 -0.252 -1.782 -0.2299
C -1.682 -0.684 -3.106 -0.0404
H -2.120 0.818 -1.614 0.1009
H -3.360 -0.448 -1.764 0.1128
H -0.630 -0.381 -3.192 0.0876
H -2.243 -0.171 -3.893 0.0960
H -1.760 -1.765 -3.277 0.0808
C 3.814 -0.853 -3.425 -0.2655
C 2.689 -2.975 -3.846 -0.2671
C 3.272 0.343 -4.189 -0.0764
H 4.595 -1.358 -4.026 0.1235
H 4.248 -0.517 -2.470 0.1070
H 2.813 0.038 -5.135 0.0656
H 4.095 1.023 -4.424 0.0794
H 2.535 0.895 -3.596 0.0653
C 2.467 -2.743 -5.332 -0.0868
H 1.842 -3.530 -3.422 0.1132
H 3.611 -3.564 -3.700 0.1186
H 1.584 -2.126 -5.525 0.0760
H 2.309 -3.709 -5.820 0.0800
H 3.338 -2.280 -5.807 0.0738
H 2.751 -1.798 -0.405 0.0209
N -3.109 1.565 1.431 -0.1315
C -3.206 2.642 2.241 -0.3272
C -2.126 3.379 2.751 -0.0293
C -0.750 3.245 2.508 -0.3193
C -4.582 3.130 2.601 0.0021
H -5.280 2.307 2.790 0.0923
H -4.998 3.758 1.801 0.1031
H -4.508 3.732 3.511 0.0900
C 0.169 4.287 3.087 0.0020
H 0.824 4.748 2.337 0.1006
H 0.812 3.859 3.868 0.0893
H -0.429 5.082 3.544 0.0859
N -0.233 2.224 1.799 -0.1403
C -4.268 1.152 0.681 -0.2441
C -5.055 0.081 1.149 -0.2452
C -4.761 -0.594 2.460 -0.0453
C -6.142 -0.346 0.385 -0.0453
H -6.739 -1.181 0.758 0.1237
C -6.473 0.297 -0.810 -0.0585
H -7.338 -0.034 -1.392 0.1123
C -5.717 1.390 -1.238 -0.0415
H -5.975 1.926 -2.153 0.1212
C -4.612 1.828 -0.507 -0.2380
C -3.823 3.002 -1.000 -0.0378
C 1.094 2.269 1.257 -0.2492
C 2.167 1.734 2.000 -0.2328
C 1.922 1.097 3.339 -0.0385
C 3.455 1.832 1.480 -0.0516
H 4.286 1.464 2.090 0.1223
C 3.677 2.364 0.207 -0.0594
H 4.693 2.420 -0.194 0.1146
C 2.596 2.836 -0.545 -0.0377
H 2.750 3.243 -1.547 0.1162
C 1.302 2.803 -0.034 -0.2163
C 0.135 3.266 -0.854 -0.0329
La -1.235 0.051 1.603 2.1416
H -4.389 -1.620 2.317 0.0793
H -5.694 -0.678 3.035 0.1003
H -4.050 -0.056 3.102 0.0639
H -2.817 3.075 -0.574 0.0534
H -4.339 3.947 -0.777 0.0960
H -3.726 2.948 -2.093 0.0907
H 2.845 0.591 3.651 0.0891
H 1.109 0.346 3.380 0.0294
H 1.694 1.842 4.115 0.0867
H -0.539 3.939 -0.308 0.0821
H -0.465 2.423 -1.235 0.0671
H 0.498 3.810 -1.735 0.0885
H -2.402 4.215 3.403 0.1092
C 3.399 -1.594 0.466 -0.1731
Si 4.481 -3.058 0.982 0.4588
H 4.034 -0.732 0.210 0.0189
H 2.741 -1.285 1.287 0.0073
C 3.550 -4.645 0.592 -0.1899
C 4.891 -3.024 2.821 -0.1892
C 6.095 -3.025 0.012 -0.1878
H 6.776 -3.813 0.363 0.0350
H 6.606 -2.060 0.128 0.0302
H 5.909 -3.184 -1.059 0.0259
H 2.689 -4.764 1.263 0.0288
H 4.199 -5.524 0.709 0.0350
H 3.178 -4.627 -0.441 0.0212
H 4.000 -2.821 3.429 0.0247
H 5.639 -2.252 3.047 0.0299
H 5.302 -3.992 3.141 0.0355
O -1.248 -0.883 5.360 0.0155
N -0.959 -0.651 4.208 -0.3024
O -1.400 -1.541 3.285 -0.4218
```

Values from the calculation:
- HOMO energy: -11.01 eV
- Charge: +1
- LUMO level: -2.707 eV
- Energy above the lowest of the compared OMol25 structures with the same formula, charge and spin: 0.0 kJ/mol
- Frontier orbital gap: 8.3 eV

Record 7
Molecular formula: C41H37GeN6O4SbSe5Zr
Method: DFT, ωB97M-V/def2-TZVPD

Geometry as XYZ:
```
96
Properties=species:S:1:pos:R:3:lowdin_charge:R:1
Zr 0.389 -0.490 0.210 1.3997
Se 2.083 -0.018 -5.018 -0.1769
Sb 3.567 0.470 -3.182 0.0592
Se 2.667 0.419 -0.769 0.0805
Se 2.118 0.799 1.639 0.6212
Se 5.380 1.929 -3.724 -0.2324
N 0.060 -0.877 -2.169 -0.0635
C -0.421 -2.232 -2.540 -0.2168
C -1.760 -2.506 -1.842 -0.0952
C -1.509 -2.473 -0.347 -0.6174
O -1.173 -3.495 0.228 0.0526
O -1.559 -1.261 0.180 -0.1780
H -0.720 -0.227 -2.316 0.0528
H 0.811 -0.634 -2.813 -0.0716
H 0.328 -2.964 -2.238 0.1118
H -0.547 -2.298 -3.624 0.1081
H -2.152 -3.485 -2.113 0.1151
H -2.460 -1.716 -2.120 0.0956
C 0.243 5.098 -2.275 -0.1169
C 0.570 3.882 -2.865 -0.0869
C 0.382 2.696 -2.177 -0.0677
C -0.105 2.700 -0.868 -0.2845
C -0.429 3.923 -0.278 -0.0409
C -0.262 5.105 -0.983 -0.0931
N -0.193 1.496 -0.176 -0.2048
N -1.163 1.431 0.838 -0.2134
C -0.822 1.300 2.187 -0.2549
C -1.858 1.277 3.141 -0.0809
C -1.578 1.292 4.494 -0.0957
C -0.270 1.337 4.955 -0.1156
C 0.762 1.286 4.030 -0.1725
C 0.507 1.224 2.665 -0.4645
H 0.386 6.026 -2.815 0.0847
H 0.979 3.842 -3.868 0.1002
H 0.615 1.756 -2.660 0.0413
H -0.811 3.950 0.733 0.0569
H -0.518 6.041 -0.501 0.0958
H -2.877 1.238 2.785 0.0527
H -2.403 1.285 5.197 0.0971
H -0.053 1.389 6.015 0.0886
H 1.794 1.284 4.361 0.0788
Se -3.441 3.400 1.430 0.8764
N -4.043 3.831 -0.208 -0.3921
C -3.881 2.802 -1.045 -0.4427
C -4.432 2.782 -2.343 -0.0649
C -3.998 1.853 -3.266 -0.1215
C -3.015 0.945 -2.898 -0.2039
N -2.489 0.902 -1.670 0.0857
C -2.941 1.742 -0.750 -0.3166
N -2.522 1.686 0.593 -0.1408
H -5.168 3.536 -2.595 0.0905
H -4.392 1.842 -4.276 0.0822
H -2.641 0.216 -3.613 0.0831
O 1.493 -2.295 -0.002 -0.2119
C 1.121 -2.691 1.173 -0.6443
O 0.653 -1.833 1.964 -0.1137
C 1.487 -4.065 1.660 -0.1437
C 2.910 -4.447 1.226 -0.2293
Ge 4.304 -3.438 2.170 1.0344
C 3.612 -3.042 3.952 -0.2553
C 3.516 -4.052 4.912 -0.1092
C 2.982 -3.802 6.168 -0.1010
C 2.528 -2.530 6.488 -0.0964
C 2.591 -1.521 5.539 -0.0703
C 3.122 -1.777 4.281 -0.1003
C 5.815 -4.715 2.352 -0.2374
C 5.621 -6.029 2.790 -0.1272
C 6.670 -6.934 2.872 -0.1048
C 7.950 -6.546 2.499 -0.1130
C 8.166 -5.251 2.052 -0.0973
C 7.110 -4.350 1.982 -0.0964
C 5.091 -1.915 1.296 -0.2997
C 5.377 -1.985 -0.068 -0.1316
C 6.066 -0.965 -0.707 -0.1332
C 6.442 0.166 0.004 -0.0950
C 6.176 0.245 1.363 -0.0842
C 5.530 -0.802 2.011 -0.1217
H 0.752 -4.766 1.263 0.1183
H 1.386 -4.026 2.744 0.1109
H 3.018 -4.282 0.153 0.0713
H 3.089 -5.506 1.417 0.0606
H 3.864 -5.052 4.686 0.0794
H 2.910 -4.603 6.894 0.0930
H 2.115 -2.329 7.469 0.0947
H 2.208 -0.534 5.768 0.0873
H 3.120 -0.986 3.538 0.0380
H 4.628 -6.370 3.063 0.0850
H 6.487 -7.945 3.214 0.0937
H 8.771 -7.251 2.551 0.0918
H 9.158 -4.941 1.745 0.0962
H 7.300 -3.343 1.627 0.0929
H 5.013 -2.821 -0.656 0.1074
H 6.276 -1.026 -1.767 0.0867
H 6.919 0.988 -0.515 0.0962
H 6.461 1.127 1.923 0.1013
H 5.362 -0.737 3.078 0.0932
```

Values from the calculation:
- HOMO energy: -1.03 eV
- Charge: -2
- LUMO level: 3.093 eV
- Energy above the lowest of the compared OMol25 structures with the same formula, charge and spin: 146.6 kJ/mol
- Frontier orbital gap: 4.1 eV